1.
This record from OMol25 describes 6 unconnected molecules or ions with the total composition C21H48Br9O12P3 at a distorted geometry. The level of theory is ωB97M-V/def2-TZVPD.

The geometry in XYZ format:
```
93
C21H48Br9O12P3 (ωB97M-V/def2-TZVPD)
C -2.71 0.23 -1.84
Br -3.14 1.93 -0.90
Br -1.53 0.51 -3.51
Br -4.37 -0.87 -2.26
H -2.11 -0.50 -1.29
C -1.56 5.17 -1.31
Br -0.66 5.93 0.33
Br -0.14 4.42 -2.54
Br -2.75 6.47 -2.26
H -2.23 4.39 -0.94
C -4.50 2.48 -4.78
Br -5.52 3.90 -3.78
Br -3.06 3.19 -6.01
Br -5.76 1.27 -5.91
H -4.01 1.82 -4.06
C -2.55 -6.96 2.67
C -3.06 -5.53 2.58
O -3.51 -5.30 1.30
P -4.00 -3.92 0.69
O -2.97 -2.82 0.71
O -5.33 -3.53 1.55
C -5.93 -2.29 1.45
C -6.77 -2.27 0.18
O -4.51 -4.42 -0.75
C -3.89 -5.26 -1.65
C -3.16 -4.36 -2.56
H -1.89 -7.14 1.82
H -1.97 -7.09 3.59
H -3.43 -7.59 2.74
H -3.86 -5.55 3.32
H -2.30 -4.77 2.78
H -6.54 -1.97 2.30
H -5.10 -1.62 1.22
H -7.03 -1.25 -0.08
H -6.10 -2.60 -0.61
H -7.62 -2.94 0.05
H -3.27 -6.06 -1.26
H -4.75 -5.82 -2.01
H -2.66 -5.05 -3.24
H -3.78 -4.02 -3.38
H -2.53 -3.52 -2.26
C 1.87 0.68 -3.10
C 3.28 0.14 -3.27
O 3.82 -0.11 -1.95
P 5.03 0.80 -1.36
O 5.33 0.57 0.05
O 4.80 2.24 -1.98
C 3.93 3.14 -1.25
C 3.81 4.40 -2.05
O 6.28 0.37 -2.32
C 7.59 0.91 -1.95
C 7.97 2.24 -2.77
H 1.87 1.72 -2.78
H 1.38 0.73 -4.07
H 1.41 0.05 -2.33
H 3.31 -0.78 -3.87
H 3.75 0.95 -3.83
H 2.94 2.69 -1.15
H 4.26 3.33 -0.23
H 3.09 5.09 -1.62
H 4.75 4.92 -2.25
H 3.45 4.16 -3.05
H 7.75 1.14 -0.90
H 8.18 0.03 -2.18
H 7.70 2.19 -3.83
H 7.60 3.12 -2.24
H 9.06 2.27 -2.76
C -0.31 -1.59 5.75
C 0.24 -0.18 5.39
O 1.13 -0.24 4.29
P 1.29 0.92 3.28
O 0.03 1.71 3.06
O 2.54 1.78 3.96
C 2.72 3.18 3.53
C 2.26 4.09 4.61
O 2.00 0.28 2.02
C 1.48 0.71 0.72
C 0.19 -0.15 0.45
H -0.75 -1.51 6.74
H -1.07 -1.97 5.07
H 0.60 -2.20 5.74
H -0.64 0.47 5.37
H 0.86 0.12 6.24
H 3.80 3.26 3.52
H 2.23 3.43 2.59
H 2.45 3.83 5.65
H 2.78 5.03 4.45
H 1.17 4.22 4.62
H 1.30 1.78 0.82
H 2.28 0.51 0.01
H -0.21 0.21 -0.50
H 0.47 -1.20 0.31
H -0.48 -0.13 1.30
```

## Properties
ΔE to the lowest compared entry with this formula, charge and spin in kcal/mol: 0.0
Total charge: -1
2S+1: 2

***

2.
This record from OMol25 describes a molecular structure, C21H48CuN8O11 at a distorted geometry. The level of theory is ωB97M-V/def2-TZVPD.

The geometry in XYZ format:
```
89
C21H48CuN8O11 (ωB97M-V/def2-TZVPD)
Cu 2.99 -1.45 1.13
C 1.07 0.06 -0.22
O 1.24 0.02 1.00
O 1.69 -0.91 -0.65
O 0.35 0.78 -0.86
C 2.50 3.97 -0.45
C 1.11 4.49 -0.01
O 1.05 5.67 0.31
N 0.11 3.62 -0.06
C -1.20 4.06 0.31
H 2.66 3.78 -1.51
H 2.65 2.99 0.00
H 3.34 4.50 0.01
H 0.28 2.62 -0.10
H -1.28 4.52 1.29
H -1.93 3.25 0.23
H -1.50 4.79 -0.44
C 0.68 -4.31 3.72
C 0.63 -3.65 2.36
O 1.57 -2.97 1.97
N -0.32 -3.98 1.52
C -0.51 -3.38 0.22
H 0.24 -5.31 3.66
H 0.13 -3.65 4.39
H 1.66 -4.28 4.19
H -0.97 -4.69 1.85
H -1.20 -3.98 -0.37
H 0.46 -3.47 -0.28
H -0.81 -2.33 0.26
C -0.39 3.80 -3.37
C 1.00 3.21 -3.78
O 1.76 3.84 -4.52
N 1.25 2.08 -3.19
C 2.47 1.28 -3.40
H -0.76 3.28 -2.49
H -1.07 3.58 -4.19
H -0.27 4.85 -3.11
H 0.62 1.86 -2.43
H 2.17 0.30 -3.78
H 2.74 1.23 -2.35
H 3.21 1.74 -4.05
C -6.58 0.19 -1.48
C -5.29 0.62 -0.70
O -5.23 1.76 -0.24
N -4.23 -0.28 -0.60
C -3.08 0.00 0.23
H -7.42 0.59 -0.92
H -6.68 -0.89 -1.46
H -6.71 0.58 -2.49
H -4.38 -1.23 -0.90
H -2.45 -0.88 0.33
H -3.33 0.43 1.20
H -2.37 0.66 -0.27
O -2.35 -0.70 4.13
C -1.57 -0.14 3.35
N -0.88 -0.87 2.57
C -1.43 1.35 3.34
H -0.21 -0.56 1.88
H -0.98 -1.86 2.76
H -0.62 1.57 2.64
H -1.18 1.56 4.38
H -2.34 1.93 3.16
O 3.44 -3.32 -0.07
C 3.20 -3.84 -1.13
N 2.36 -3.30 -1.94
C 3.90 -5.13 -1.56
H 2.07 -2.40 -1.58
H 2.07 -3.77 -2.79
H 3.19 -5.61 -2.23
H 4.06 -5.80 -0.72
H 4.83 -4.93 -2.10
O -2.03 -1.34 -4.49
C -1.82 -0.61 -3.57
N -1.14 -1.06 -2.52
C -2.42 0.78 -3.50
H -0.74 -0.28 -2.02
H -0.59 -1.90 -2.54
H -3.47 0.71 -3.76
H -1.85 1.49 -4.10
H -2.40 1.20 -2.49
O 3.16 -0.92 3.26
C 2.84 0.00 3.97
N 2.04 0.93 3.58
C 3.68 0.19 5.28
H 2.23 1.85 3.95
H 1.66 0.81 2.65
H 3.03 0.49 6.10
H 4.51 0.86 5.06
H 4.09 -0.78 5.54
```

## Properties
ΔE to the lowest compared entry with this formula, charge and spin in kcal/mol: 26.1
Total charge: 0
2S+1: 2

***

3.
This record from OMol25 describes a molecular structure, C21H49As3BCuN6O2PS2. The level of theory is ωB97M-V/def2-TZVPD.

The geometry in XYZ format:
```
86
C21H49As3BCuN6O2PS2 (ωB97M-V/def2-TZVPD)
Cu 0.10 0.04 0.19
C 1.84 0.24 3.50
As 0.12 0.00 2.63
C -0.86 1.38 3.60
C -0.49 -1.64 3.48
C -1.87 -2.23 3.11
C -2.17 -3.28 4.19
C -1.80 -2.98 1.77
As -1.31 -2.00 0.15
C -0.31 -3.38 -0.77
C -2.90 -1.95 -0.95
C -2.93 -1.12 3.11
As -4.84 -1.61 3.39
C -5.39 0.27 3.51
C -5.43 -1.86 1.54
H 1.68 0.48 4.55
H 2.39 1.04 3.01
H 2.42 -0.68 3.43
H -0.89 1.12 4.66
H -1.87 1.45 3.22
H -0.31 2.31 3.48
H -0.47 -1.42 4.55
H 0.29 -2.39 3.31
H -1.35 -3.99 4.29
H -3.08 -3.85 3.95
H -2.33 -2.81 5.16
H -2.76 -3.47 1.57
H -1.06 -3.78 1.85
H -0.91 -4.29 -0.85
H 0.60 -3.61 -0.21
H -0.03 -3.03 -1.76
H -3.37 -2.93 -0.98
H -2.58 -1.69 -1.96
H -3.59 -1.21 -0.55
H -2.85 -0.50 2.21
H -2.74 -0.47 3.97
H -5.07 0.70 4.46
H -6.48 0.33 3.46
H -4.97 0.84 2.67
H -5.01 -2.77 1.12
H -5.16 -1.00 0.93
H -6.52 -1.96 1.55
C 3.47 -2.51 1.51
N 3.16 -2.56 0.09
C 3.35 -3.66 -0.71
C 2.98 -3.30 -1.96
N 2.56 -1.99 -1.92
B 2.06 -1.35 -3.29
N 2.07 0.19 -3.21
C 3.15 0.98 -3.55
C 2.84 2.26 -3.24
N 1.57 2.25 -2.71
C 0.86 3.40 -2.19
C 1.12 0.98 -2.70
S -0.38 0.42 -2.04
C 2.67 -1.54 -0.66
S 2.43 0.05 0.01
H 4.02 -3.41 1.77
H 2.55 -2.47 2.09
H 4.07 -1.63 1.73
H 3.76 -4.58 -0.33
H 2.99 -3.85 -2.88
H 2.84 -1.69 -4.13
H 0.94 -1.75 -3.50
H 4.03 0.56 -3.98
H 3.40 3.18 -3.35
H 1.58 4.21 -2.04
H 0.39 3.15 -1.24
H 0.11 3.74 -2.91
N -2.38 4.19 2.10
C -3.45 3.76 1.12
P -2.74 2.31 0.17
O -3.62 1.12 0.29
O -1.30 2.32 0.63
C -2.92 2.81 -1.60
N -3.25 1.55 -2.35
H -2.60 3.91 3.05
H -2.22 5.19 2.09
H -1.53 3.66 1.78
H -3.69 4.60 0.49
H -4.34 3.45 1.66
H -1.99 3.21 -1.98
H -3.73 3.52 -1.74
H -3.85 1.70 -3.16
H -3.70 0.91 -1.68
H -2.35 1.12 -2.64
```

## Properties
E_tot in Eh: -10818.64607
Total charge: +2
2S+1: 2

***

4.
This record from OMol25 describes a molecular structure, C21H49As3F18N5O20 at a distorted geometry. The level of theory is ωB97M-V/def2-TZVPD.

The geometry in XYZ format:
```
116
C21H49As3F18N5O20 (ωB97M-V/def2-TZVPD)
C 0.79 2.05 0.35
C -0.69 2.59 0.46
C -0.68 3.68 1.55
O -1.93 4.28 1.74
C -1.79 5.24 2.74
N -1.25 3.01 -0.80
H -2.22 3.09 -0.57
H -0.87 3.98 -1.02
H -1.21 2.10 -1.97
H 1.28 2.57 -0.49
H 0.92 0.95 0.30
H 1.32 2.40 1.24
H -1.32 1.68 0.74
H 0.04 4.44 1.16
H -0.20 3.23 2.46
H -0.92 5.89 2.63
H -1.75 4.82 3.75
H -2.67 5.89 2.69
C 2.39 3.43 5.12
C 0.95 3.47 5.51
O 0.51 4.47 6.07
N 0.17 2.54 4.95
H -6.18 -1.87 2.84
H 0.58 1.70 4.51
C -1.18 2.31 5.26
H 2.83 4.47 5.30
H 2.49 3.16 4.03
H 3.01 2.72 5.69
H -1.89 2.98 4.75
H -1.39 2.36 6.30
H -1.41 1.38 4.86
C 4.50 -4.50 0.51
C 4.03 -3.55 -0.52
O 3.16 -3.75 -1.28
N 4.78 -2.20 -0.40
H 4.55 -1.78 0.50
H 5.79 -2.34 -0.52
C 4.36 -1.27 -1.49
H 3.73 -5.29 0.66
H 4.68 -3.99 1.45
H 5.45 -4.90 0.13
H 5.03 -0.42 -1.44
H 3.37 -0.92 -1.19
H 4.37 -1.76 -2.47
C -0.19 -2.72 -6.47
C -0.43 -1.29 -5.88
O 0.45 -0.82 -5.18
N -1.57 -0.71 -6.34
H 0.73 0.51 -4.35
H -1.99 -1.24 -7.10
C -1.78 0.79 -6.36
H -0.71 -3.45 -5.85
H 0.93 -2.79 -6.41
H -0.49 -2.87 -7.54
H -1.91 1.17 -5.34
H -2.65 0.97 -7.02
H -0.91 1.27 -6.87
C -5.20 4.24 0.52
C -4.69 2.90 0.89
O -3.89 2.33 0.16
N -5.08 2.40 2.14
H -5.92 2.81 2.52
H 2.79 -10.29 6.76
C -4.49 1.26 2.64
H -4.86 4.42 -0.54
H -4.79 5.03 1.12
H -6.25 4.33 0.64
H -5.21 0.82 3.30
H -3.56 1.47 3.19
H -4.25 0.57 1.82
As 0.12 -8.83 3.44
F 0.95 -7.63 2.56
F 1.65 -9.53 3.70
F -0.66 -10.00 4.38
F -1.44 -8.14 3.02
F -0.05 -9.86 2.14
F 0.38 -7.81 4.80
As 4.42 -0.84 3.31
F 4.39 -2.54 3.75
F 2.91 -0.61 4.15
F 4.44 0.76 2.74
F 5.86 -1.16 2.31
F 3.42 -1.26 1.84
F 5.38 -0.48 4.67
As 7.45 -3.42 -2.89
F 7.19 -3.27 -1.17
F 5.78 -3.78 -3.07
F 7.52 -3.55 -4.63
F 9.16 -3.19 -2.80
F 7.70 -5.13 -2.71
F 7.09 -1.71 -2.87
O 0.52 3.10 -2.93
C 0.21 1.98 -3.33
O 1.11 1.43 -4.06
O -0.90 1.40 -2.96
H 1.20 4.37 -2.88
O -5.98 -4.85 2.24
C -6.00 -3.77 3.00
O -6.06 -3.84 4.17
O -6.07 -2.70 2.26
H -6.42 -5.47 2.84
O -6.09 2.04 4.84
C -7.25 2.97 4.82
O -8.12 2.90 5.84
O -7.23 3.70 3.89
H -6.32 1.18 5.27
O 2.97 4.63 -4.68
C 2.66 5.60 -3.74
O 1.50 5.43 -3.08
O 3.39 6.55 -3.61
H 2.30 4.04 -4.75
O -1.96 -1.36 -10.94
C -2.95 -1.65 -9.94
O -2.48 -1.76 -8.75
O -4.11 -1.71 -10.30
H -1.18 -1.73 -10.50
```

## Properties
E_tot in Eh: -11113.44486
Total charge: -3

***

5.
This record from OMol25 describes a molecular structure, C21H49B5N3O8PS at a distorted geometry. The level of theory is ωB97M-V/def2-TZVPD.

The geometry in XYZ format:
```
88
C21H49B5N3O8PS (ωB97M-V/def2-TZVPD)
C 0.24 -0.27 -0.95
N -0.14 0.54 -2.11
C 0.38 1.91 -2.03
B -1.56 0.49 -2.40
O -1.94 0.56 -3.71
B -2.72 0.35 -1.13
O -3.56 -0.73 -0.94
B -4.82 -0.54 -0.37
C -6.08 -1.27 -0.89
B -6.74 -0.35 -1.98
O -6.21 -0.31 -3.24
O -7.83 0.41 -1.62
O -4.88 0.46 0.62
B -4.19 1.56 0.19
P -5.09 3.28 -0.08
S -6.87 3.53 0.67
O -2.89 1.42 -0.21
H 1.29 -0.56 -1.02
H -0.34 -1.20 -0.93
H 0.09 0.24 0.01
H 1.18 1.95 -1.29
H -0.39 2.64 -1.74
H 0.79 2.23 -2.98
H -2.80 0.94 -3.89
H -6.82 -1.41 -0.10
H -5.75 -2.22 -1.32
H -6.76 0.18 -3.86
H -7.83 1.35 -1.80
H -4.11 4.23 0.25
H -5.04 3.35 -1.49
C 5.08 0.40 -4.77
C 4.99 -0.08 -3.31
C 6.38 -0.15 -2.67
C 7.23 -1.31 -3.18
C 6.49 -2.64 -3.03
C 5.10 -2.64 -3.68
N 4.35 -1.43 -3.20
O 3.78 -1.62 -2.07
C 5.21 -2.68 -5.21
C 4.32 -3.88 -3.25
C 4.11 0.92 -2.57
H 4.10 0.30 -5.26
H 5.36 1.45 -4.77
H 5.81 -0.13 -5.36
H 6.26 -0.24 -1.59
H 6.89 0.81 -2.85
H 7.51 -1.15 -4.23
H 8.16 -1.35 -2.62
H 7.07 -3.45 -3.46
H 6.37 -2.85 -1.96
H 4.26 -2.42 -5.67
H 5.48 -3.69 -5.51
H 5.98 -2.02 -5.61
H 4.26 -3.97 -2.17
H 4.83 -4.76 -3.65
H 3.31 -3.86 -3.66
H 3.10 0.92 -2.97
H 4.54 1.92 -2.70
H 4.07 0.71 -1.50
C -0.71 0.54 3.10
C -2.05 0.11 3.70
C -3.01 1.31 3.78
C -2.63 2.31 4.86
C -2.51 1.62 6.22
C -1.54 0.44 6.22
N -1.90 -0.47 5.07
O -2.84 -1.30 5.37
C -0.09 0.92 6.13
C -1.67 -0.36 7.51
C -2.62 -0.96 2.78
H 0.02 -0.27 3.18
H -0.86 0.77 2.05
H -0.28 1.42 3.56
H -4.03 0.94 3.97
H -3.02 1.79 2.79
H -1.70 2.82 4.61
H -3.40 3.09 4.92
H -2.18 2.33 6.98
H -3.50 1.26 6.53
H 0.58 0.10 5.86
H 0.21 1.30 7.10
H 0.06 1.73 5.42
H -2.70 -0.68 7.69
H -1.36 0.28 8.34
H -1.04 -1.24 7.49
H -1.98 -1.85 2.77
H -2.65 -0.55 1.77
H -3.62 -1.27 3.06
```

## Properties
E_tot in Eh: -2459.86654
Total charge: 0
2S+1: 3